No. 1
269
Properties=species:S:1:pos:R:3:forces:R:3 method="wB97M-V/def2-TZVPD" de_lowest_kcal_mol=158.1 total_energy_ev=-104578.401 lumo_ev=0.3767 orbital_gap_ev=8.24
O 4.777 -1.719 -7.598 -1.40 -0.28 -0.84
C 3.672 -1.609 -8.123 0.32 -0.64 -0.11
N 3.151 -2.512 -9.077 0.82 1.03 1.34
C 2.768 -0.403 -7.888 0.84 0.00 -0.73
H 3.728 -3.286 -9.375 -0.26 0.13 0.07
H 2.244 -2.338 -9.486 0.38 -0.20 0.05
H 2.484 -0.146 -8.909 -0.69 0.33 0.16
H 3.397 0.420 -7.548 -0.10 -0.17 0.27
H 1.917 -0.540 -7.221 0.09 -0.21 -0.20
O 1.645 -1.979 6.454 0.78 -0.37 0.06
C 0.668 -1.441 6.935 1.88 -0.72 1.23
N -0.358 -1.189 6.147 -1.86 0.64 -0.83
C 0.571 -1.136 8.418 0.18 0.62 -0.40
H -1.115 -0.566 6.390 0.14 -0.30 -0.16
H -0.204 -1.514 5.203 -0.35 0.36 -0.03
H 1.527 -1.245 8.929 -0.06 -0.56 -0.32
H -0.199 -1.779 8.844 -0.01 0.32 0.25
H 0.375 -0.069 8.527 -0.68 0.01 0.19
O 7.896 -5.130 -1.646 2.38 -0.11 -1.23
C 8.970 -5.057 -2.285 -1.95 -0.07 1.29
N 9.126 -4.105 -3.241 0.79 0.58 -1.36
C 10.139 -6.032 -2.013 -1.07 0.21 -0.32
H 9.902 -4.051 -3.885 0.39 -0.60 0.58
H 8.392 -3.546 -3.652 -0.64 -0.37 0.92
H 11.136 -5.735 -2.336 -0.15 0.37 0.23
H 9.900 -6.930 -2.582 -0.07 -0.13 0.00
H 10.067 -6.300 -0.959 0.31 0.12 -0.10
C -9.400 0.356 -5.649 0.04 0.79 0.51
C -9.561 1.196 -6.904 0.56 -1.00 -0.15
N -10.215 0.378 -7.922 -0.57 -0.58 -0.83
C -11.638 0.095 -7.647 0.15 0.70 -0.25
C -12.576 1.331 -7.564 -0.27 -0.76 0.29
C -10.012 0.902 -9.296 1.29 0.31 0.64
C -8.620 0.508 -9.918 -1.02 1.10 0.62
H -8.929 0.982 -4.891 -0.24 0.09 0.31
H -8.731 -0.502 -5.730 -0.34 -0.12 -0.49
H -10.401 0.076 -5.322 0.28 -0.29 0.38
H -10.067 2.132 -6.670 -0.45 0.18 -0.01
H -8.565 1.504 -7.219 0.02 -0.13 -0.44
H -11.742 -0.493 -6.736 0.10 -0.02 -0.03
H -11.953 -0.538 -8.477 -0.19 -0.06 0.08
H -12.455 1.927 -6.659 0.67 0.32 -0.23
H -13.604 1.002 -7.409 -0.15 -0.35 -0.40
H -12.558 1.916 -8.483 0.12 0.22 0.21
H -10.749 0.646 -10.057 -0.48 -0.34 0.60
H -10.100 1.974 -9.119 0.31 0.52 -0.87
H -8.333 1.307 -10.602 0.00 -0.06 -0.24
H -7.857 0.515 -9.140 0.01 -0.45 -0.07
H -8.683 -0.423 -10.481 0.16 -0.06 0.35
C 10.788 5.722 1.142 -1.50 -0.25 -0.46
C 9.714 4.675 0.579 2.54 -0.04 0.80
N 10.274 3.828 -0.508 0.23 1.32 0.55
C 10.842 4.634 -1.607 1.00 -1.61 0.16
C 9.988 5.626 -2.310 -0.44 0.68 -0.42
C 9.299 2.868 -1.004 0.15 0.06 0.90
C 9.116 1.683 -0.032 -0.57 0.75 -0.85
H 10.896 6.566 0.461 -0.07 0.11 0.08
H 11.799 5.402 1.395 -0.22 -0.75 -0.31
H 10.352 6.065 2.080 0.03 0.38 -0.03
H 9.477 4.072 1.455 0.05 -0.48 -0.21
H 8.770 5.175 0.365 -0.07 0.38 -0.58
H 11.812 5.061 -1.355 -0.20 0.48 0.78
H 11.223 3.903 -2.320 -0.39 -0.32 -0.31
H 10.539 5.964 -3.188 0.00 0.27 0.00
H 9.049 5.228 -2.692 -0.07 -0.15 0.18
H 9.772 6.484 -1.673 -0.11 0.11 -0.09
H 9.656 2.570 -1.990 -0.41 -0.23 -0.02
H 8.358 3.417 -1.038 -0.60 -0.30 -0.68
H 10.044 1.120 0.067 -0.17 0.08 0.39
H 8.307 1.044 -0.385 0.18 -0.26 -0.28
H 8.692 2.100 0.882 0.62 -0.25 0.39
C -4.175 8.007 -8.991 -0.85 -1.99 -0.42
C -5.094 6.742 -8.678 0.08 1.04 0.92
N -5.547 6.801 -7.253 -0.17 -0.36 -0.67
C -4.430 6.551 -6.334 -1.20 0.73 -0.57
C -4.035 5.142 -6.284 -0.31 -2.09 -0.30
C -6.416 7.946 -6.851 0.75 -0.46 -0.42
C -7.655 8.181 -7.751 1.90 -0.40 0.66
H -3.241 7.932 -8.433 -0.23 0.19 0.25
H -4.749 8.895 -8.727 0.37 0.12 -0.28
H -3.857 7.966 -10.033 -0.30 0.42 -0.15
H -5.959 6.564 -9.316 -0.30 1.10 -0.13
H -4.627 5.784 -8.904 0.78 0.11 0.63
H -3.505 7.051 -6.623 -0.10 0.96 0.32
H -4.803 6.817 -5.345 0.45 0.44 0.09
H -3.177 5.075 -5.615 -0.07 -0.59 -0.01
H -4.872 4.493 -6.027 -0.03 0.07 0.93
H -3.830 4.688 -7.253 0.78 0.47 -0.23
H -5.848 8.876 -6.815 0.27 0.39 -0.19
H -6.654 7.777 -5.801 -0.42 -0.23 -0.06
H -8.256 7.272 -7.739 -0.42 0.40 -0.08
H -7.240 8.356 -8.744 -0.42 0.00 -0.21
H -8.101 9.111 -7.400 -0.55 -0.35 -0.10
C -8.951 6.064 -0.014 0.39 -0.97 0.94
C -9.581 6.070 1.428 1.09 1.03 -1.75
N -8.764 6.948 2.326 -0.13 -1.30 -0.62
C -7.432 6.302 2.491 0.18 -0.21 -0.77
C -6.410 6.988 3.376 -0.99 -0.03 0.25
C -9.438 7.112 3.606 -0.88 2.00 0.79
C -10.888 7.765 3.442 -0.24 -1.04 -1.10
H -8.625 7.050 -0.346 -0.38 -0.02 -0.07
H -9.535 5.504 -0.745 -0.66 0.60 -0.02
H -8.073 5.418 -0.006 0.40 0.23 0.20
H -10.595 6.452 1.310 0.14 0.03 0.41
H -9.610 5.027 1.743 -0.13 -0.16 0.48
H -7.513 5.228 2.658 -0.44 -0.37 0.92
H -6.885 6.240 1.550 -0.56 0.56 -0.54
H -6.705 7.032 4.424 0.02 0.12 0.03
H -5.485 6.415 3.316 0.12 0.35 -0.09
H -6.347 7.994 2.960 0.57 0.11 0.33
H -8.912 7.871 4.186 0.40 0.15 -0.15
H -9.318 6.239 4.247 -0.82 -0.57 -0.03
H -11.649 7.076 3.076 0.25 -0.58 -0.13
H -10.874 8.504 2.640 0.55 0.13 -0.05
H -11.491 8.249 4.210 1.13 -0.03 0.96
C 4.135 10.504 -0.842 -0.61 0.39 0.53
C 2.775 11.216 -0.737 0.04 -0.73 -0.06
N 2.076 11.040 0.550 0.84 2.53 -0.20
C 1.198 12.221 0.842 0.32 -0.98 0.17
C 0.970 12.438 2.323 0.06 0.79 -0.12
C 1.495 9.778 0.840 -0.49 -1.76 -0.16
C 0.256 9.404 0.034 -0.64 -0.10 -0.69
H 4.843 11.082 -0.248 0.31 -0.30 -0.13
H 4.424 10.445 -1.892 0.22 0.12 0.08
H 4.070 9.487 -0.455 0.07 0.01 0.04
H 2.923 12.282 -0.912 0.01 -0.01 0.22
H 2.210 10.874 -1.605 -0.64 -0.12 -0.09
H 0.264 12.121 0.289 -0.32 0.06 0.03
H 1.633 13.172 0.532 0.44 -0.39 -0.57
H 1.856 12.922 2.735 0.44 -0.84 0.32
H 0.639 11.551 2.863 0.05 0.28 0.14
H 0.296 13.288 2.431 -0.78 -0.37 0.06
H 2.161 8.941 0.635 0.75 0.33 -0.34
H 1.357 9.570 1.901 -0.36 0.81 0.28
H -0.237 8.485 0.351 0.13 -0.01 0.44
H -0.520 10.167 -0.028 0.04 0.10 0.23
H 0.536 9.184 -0.996 0.12 0.18 -0.17
C -5.151 -5.838 3.115 0.58 -0.96 -0.86
C -6.631 -5.692 3.266 -1.68 0.57 0.60
N -7.256 -4.528 2.582 -1.08 -0.49 1.46
C -7.233 -4.559 1.143 0.49 -0.15 0.62
C -8.089 -5.687 0.566 0.05 1.03 -0.14
C -7.046 -3.265 3.294 -0.30 0.00 -0.64
C -7.797 -2.029 2.672 1.14 -0.45 -0.13
H -4.690 -4.915 2.765 0.17 -0.07 0.22
H -4.998 -6.611 2.361 0.42 0.20 -0.38
H -4.644 -6.254 3.985 -0.07 0.44 0.23
H -7.187 -6.604 3.047 0.25 -0.12 -1.00
H -6.901 -5.727 4.322 0.02 1.13 0.34
H -7.561 -3.615 0.708 -0.23 0.05 0.31
H -6.197 -4.626 0.814 0.41 -0.36 -0.42
H -9.113 -5.321 0.488 -0.05 -0.02 -0.26
H -7.637 -5.800 -0.420 -0.56 -0.84 -0.18
H -8.171 -6.587 1.175 0.61 -0.04 -0.27
H -5.968 -3.116 3.352 0.36 0.81 -0.07
H -7.333 -3.425 4.334 -0.36 0.01 -0.01
H -8.760 -2.262 2.218 -0.09 -0.24 0.42
H -7.203 -1.601 1.865 0.14 -0.17 -0.20
H -7.886 -1.186 3.356 -0.20 -0.33 0.37
C -0.413 8.691 8.744 -0.73 0.93 -0.22
C 0.912 8.414 9.412 0.48 -0.27 -1.37
N 1.693 7.495 8.553 -0.93 0.35 0.41
C 0.974 6.225 8.239 0.96 0.99 -0.07
C 1.696 5.565 7.020 -0.96 -0.39 1.31
C 3.013 7.300 9.147 -0.63 -0.04 -0.57
C 3.005 6.515 10.455 1.42 -1.00 -0.30
H -0.751 9.722 8.850 -0.07 0.08 0.82
H -1.207 8.028 9.089 -0.04 0.07 -0.16
H -0.350 8.685 7.656 0.29 -0.70 -0.07
H 1.526 9.314 9.438 -0.14 0.17 0.24
H 0.791 8.050 10.432 -0.16 -0.09 0.23
H 0.945 5.641 9.159 0.27 -0.76 -0.12
H -0.086 6.425 8.085 0.25 0.28 -0.58
H 0.991 5.007 6.404 -0.04 0.13 -0.11
H 2.195 6.334 6.430 0.01 -0.17 0.08
H 2.380 4.816 7.421 0.41 0.16 -0.31
H 3.465 8.276 9.319 -0.27 0.25 0.22
H 3.642 6.940 8.333 0.20 -0.87 0.37
H 2.670 7.089 11.319 0.11 -0.13 -0.11
H 4.018 6.133 10.581 0.51 0.71 0.60
H 2.562 5.520 10.444 -0.96 0.30 -0.29
C -1.771 -9.264 -3.911 0.53 0.55 -0.60
C -0.327 -9.121 -4.505 -1.02 -1.72 0.25
N 0.132 -10.460 -5.090 -1.60 2.02 0.71
C -0.331 -10.622 -6.480 0.29 -0.38 1.41
C 0.141 -11.951 -6.983 -0.83 -0.35 -1.45
C 1.530 -10.712 -4.889 0.21 0.96 1.07
C 2.412 -9.686 -5.607 0.59 -1.84 -0.94
H -2.203 -8.295 -3.661 0.24 0.29 0.03
H -1.720 -9.815 -2.972 -0.13 -0.33 -0.28
H -2.486 -9.682 -4.619 0.16 -0.42 0.10
H -0.257 -8.322 -5.243 -0.06 0.10 -0.12
H 0.247 -8.836 -3.623 0.63 -0.18 -0.33
H -1.420 -10.590 -6.491 -0.04 0.06 0.11
H 0.015 -9.868 -7.187 0.18 0.51 0.05
H 1.215 -11.961 -7.171 -0.11 -0.31 0.12
H -0.232 -12.816 -6.434 0.41 0.16 0.48
H -0.370 -12.049 -7.941 0.30 -0.22 -0.44
H 1.696 -11.768 -5.102 0.55 0.23 -0.49
H 1.754 -10.642 -3.824 -0.30 0.02 0.28
H 2.280 -8.633 -5.359 -0.21 -0.28 0.08
H 2.216 -9.909 -6.656 0.01 0.81 -0.38
H 3.455 -9.987 -5.511 0.20 0.33 0.32
C 1.261 -2.648 0.136 0.72 0.58 -0.06
C 1.791 -1.231 0.132 0.31 0.06 -1.43
N 0.766 -0.241 0.290 -0.13 0.71 0.68
C 1.375 1.070 0.461 1.28 -0.49 1.32
C 2.112 1.608 -0.733 0.08 0.71 -0.78
C -0.250 -0.239 -0.729 -0.76 -0.39 1.97
C -1.361 0.607 -0.155 -1.20 0.58 -0.69
H 2.168 -3.251 0.166 -0.36 -0.55 0.32
H 0.747 -2.883 -0.796 -0.21 -0.05 0.23
H 0.622 -2.725 1.016 0.01 -0.61 -0.09
H 2.632 -1.103 0.814 -0.44 0.07 0.62
H 2.267 -1.019 -0.825 0.37 -0.46 -0.58
H 2.039 0.827 1.291 0.56 0.61 0.03
H 0.779 1.890 0.862 -0.76 -0.46 -0.09
H 2.806 0.927 -1.226 -0.12 -0.09 0.12
H 2.671 2.517 -0.510 0.07 -0.03 0.30
H 1.367 1.936 -1.457 0.05 -0.09 -0.35
H 0.111 0.063 -1.712 -0.18 -0.07 -0.30
H -0.741 -1.212 -0.708 0.58 -0.35 -0.72
H -1.658 0.336 0.859 0.52 -0.36 0.06
H -1.161 1.678 -0.120 -0.13 0.02 -0.35
H -2.245 0.373 -0.748 -0.26 0.65 -0.20
C 0.090 -13.177 1.708 -0.43 0.17 0.35
C 1.308 -12.544 2.352 -0.08 0.30 -0.78
N 1.270 -12.677 3.781 1.13 -1.06 0.82
C 1.868 -13.966 4.201 -0.15 0.17 1.38
C 1.241 -14.518 5.489 0.01 -0.26 -0.88
C 1.940 -11.555 4.504 -1.96 -0.65 -0.14
C 0.998 -10.367 4.510 0.70 1.26 0.29
H 0.020 -14.238 1.950 0.14 -0.09 0.03
H 0.072 -13.088 0.622 0.04 0.15 0.02
H -0.787 -12.708 2.155 -0.20 0.00 -0.26
H 2.176 -13.002 1.878 0.61 -0.04 0.18
H 1.375 -11.477 2.138 -0.20 0.01 -0.33
H 1.797 -14.816 3.522 -0.16 0.61 -0.77
H 2.928 -13.842 4.424 0.42 0.22 -0.32
H 1.026 -13.736 6.218 0.02 -0.26 0.09
H 0.346 -15.060 5.183 -0.36 0.28 0.42
H 1.925 -15.284 5.854 0.00 0.14 0.50
H 2.914 -11.287 4.093 0.22 -0.13 -0.09
H 2.022 -11.848 5.551 0.46 -0.22 -0.09
H 0.167 -10.412 5.215 -0.21 -0.66 -0.36
H 0.677 -10.056 3.516 -0.24 -0.20 0.06
H 1.555 -9.516 4.902 0.24 0.27 -0.09
C 8.207 -6.316 4.489 0.44 0.76 0.09
C 9.531 -5.505 4.587 -1.65 -0.54 -0.50
N 10.622 -6.380 4.902 0.85 -0.51 -0.84
C 10.429 -7.191 6.075 -0.37 -0.22 1.37
C 10.352 -6.452 7.401 -0.13 0.07 0.41
C 11.920 -5.715 4.876 -0.32 -1.40 -1.28
C 12.376 -5.413 3.441 -0.12 1.31 0.71
H 7.865 -6.476 5.512 -0.52 -0.39 -0.31
H 8.342 -7.233 3.915 0.33 -0.23 0.45
H 7.470 -5.785 3.886 -0.14 0.37 0.45
H 9.563 -4.996 3.624 0.98 -0.20 -0.13
H 9.443 -4.695 5.312 -0.24 0.26 0.39
H 9.511 -7.777 6.024 0.26 -0.30 -0.53
H 11.286 -7.827 6.297 0.02 -0.52 -1.07
H 10.181 -7.125 8.241 -0.06 -0.40 -0.15
H 11.352 -6.061 7.589 -0.34 0.90 0.18
H 9.500 -5.773 7.430 0.46 0.62 0.08
H 12.654 -6.468 5.162 0.03 0.32 1.08
H 11.829 -4.824 5.497 0.82 0.25 0.13
H 12.685 -6.262 2.831 -0.58 -0.18 0.21
H 13.266 -4.790 3.532 0.08 0.21 -0.14
H 11.595 -4.796 2.996 0.22 -0.18 -0.61

=====

No. 2
13
Properties=species:S:1:pos:R:3:forces:R:3 method="wB97M-V/def2-TZVPD" de_lowest_kcal_mol=2.0 total_energy_ev=-6788.426 smiles=Cc1cc[nH]c1 lumo_ev=1.0898 orbital_gap_ev=9.18
C 1.956 0.025 0.006 0.04 -0.05 0.02
C 0.453 -0.001 0.011 -0.09 -0.09 -0.04
C -0.419 1.108 0.217 0.02 0.03 0.03
C -1.711 0.654 0.123 -0.03 0.02 -0.01
N -1.660 -0.689 -0.130 -0.05 0.01 -0.02
C -0.352 -1.095 -0.202 0.06 -0.01 0.00
H 2.380 -0.645 0.763 -0.08 0.10 -0.12
H 2.360 -0.279 -0.967 -0.05 0.06 0.14
H 2.326 1.032 0.218 -0.05 -0.10 -0.03
H -0.115 2.129 0.417 -0.07 -0.16 -0.04
H -2.657 1.171 0.214 0.17 -0.08 -0.01
H -2.461 -1.282 -0.274 0.15 0.10 0.05
H -0.101 -2.129 -0.395 -0.02 0.16 0.02

=====

No. 3
45
Properties=species:S:1:pos:R:3:forces:R:3 method="wB97M-V/def2-TZVPD" de_lowest_kcal_mol=3.8 total_energy_ev=-30657.081 lumo_ev=-2.6956 total_charge=+1 orbital_gap_ev=10.28
C 2.627 1.804 -0.107 -4.60 -0.11 0.90
O 3.021 0.580 0.403 1.25 -1.13 0.25
C 1.336 1.362 -0.958 1.72 2.21 -0.96
C 0.403 2.563 -1.203 0.94 1.14 1.90
C -0.689 2.219 -2.136 -0.56 0.13 -1.21
O -1.676 1.697 -1.400 -0.32 -0.50 0.14
O -0.705 2.333 -3.336 0.09 -0.16 0.54
N 0.648 0.347 -0.159 -0.29 -0.33 0.01
H 2.069 2.325 0.737 1.11 0.08 -0.57
H 3.205 2.539 -0.634 1.03 -0.34 -0.28
H 3.933 0.338 0.579 0.20 0.79 -0.29
H 1.651 1.081 -1.989 -0.26 -0.91 1.01
H 1.044 3.415 -1.504 -0.53 -0.50 -0.32
H -0.098 2.875 -0.251 0.56 -0.25 -0.55
H -2.372 1.208 -1.898 0.10 0.13 0.21
H 0.634 0.627 0.854 -0.13 -0.27 -0.65
H 1.057 -0.589 -0.169 0.53 -0.05 0.01
H -0.295 0.197 -0.525 -0.21 0.26 0.41
H -1.417 -1.242 1.134 0.19 -0.33 -1.74
H -0.653 -2.499 1.001 0.46 -0.11 -0.24
O -0.841 -1.717 0.466 -1.39 0.37 1.28
H 0.444 -1.340 3.432 0.20 0.01 -0.28
H -0.249 -2.626 3.950 -0.11 0.16 -0.22
O -0.236 -2.002 3.210 0.04 -0.05 0.50
H 0.534 -2.830 -0.703 -0.26 0.04 0.42
H 1.936 -3.323 -0.638 0.29 -0.04 0.38
O 1.268 -2.903 -0.081 0.38 -0.30 -0.76
H -1.447 1.182 2.317 -0.31 0.32 0.54
H -1.235 2.456 3.288 -0.46 -0.10 -0.17
O -0.840 1.892 2.618 0.36 0.41 -0.20
H -1.511 -0.948 2.756 -1.19 0.10 1.13
H -3.058 -0.214 2.785 0.23 -0.71 0.44
O -2.210 -0.360 2.359 0.71 0.36 -0.89
H -2.295 -1.847 -3.900 0.16 -0.14 -0.03
H -1.298 -2.588 -2.964 -0.29 -0.06 -0.23
O -1.968 -1.897 -2.995 0.38 -0.10 0.03
H 1.161 -1.787 -2.467 0.70 -0.73 -0.53
H 2.790 -1.801 -2.837 -0.54 -0.83 -0.13
O 2.000 -1.335 -2.563 -0.13 1.67 0.42
H 0.440 0.961 3.242 0.54 0.28 -0.41
H 2.035 0.815 3.142 -0.43 -0.08 0.01
O 1.186 0.420 2.894 0.25 -0.51 0.19
H -2.892 -0.987 -1.726 -0.39 0.33 0.19
H -3.916 -0.154 -2.450 -0.33 -0.05 0.20
O -3.520 -0.248 -1.574 0.32 -0.08 -0.45